# C13H25Ag2FNO3

A structure of composition C13H25Ag2FNO3 in a non-equilibrium geometry (wB97M-V/def2-TZVPD, the Open Molecules 2025 dataset).

Output
E_HOMO (spin up / spin down) ... -19.0916 / -19.4102 eV
Relative energy (zero: lowest compared OMol25 entry of this formula, charge and spin) ... 0.0000 eV
E_LUMO (spin up / spin down) ... -11.3 / -15.2 eV
<S²> ... 2.0104
Multiplicity ... 3
Charge ... +3
Energy ... -1183.3804 hartree
Gap between HOMO and LUMO (spin up / spin down) ... 7.8 / 4.2 eV

```
45
Properties=species:S:1:pos:R:3:forces:R:3
Ag -2.768 4.327 -1.513 0.056 -0.054 0.308
Ag -0.688 2.742 -3.753 -0.249 -0.070 0.110
F -1.063 2.820 -1.463 -0.393 0.171 -0.642
C 0.683 -1.871 -0.401 0.080 -0.056 0.520
C -0.743 -1.346 -0.693 0.439 -0.942 -0.949
C -1.746 -2.501 -0.590 -0.859 0.333 0.362
C -2.020 -2.923 0.844 -0.057 -0.104 0.137
C -2.487 -1.728 1.675 0.023 -0.732 -0.375
C -1.506 -0.537 1.630 -1.013 -0.400 1.375
N -1.087 -0.283 0.264 1.119 -0.485 0.533
O -0.345 0.843 0.119 -0.844 0.223 -0.177
C -2.255 0.684 2.203 0.004 0.125 -0.998
C -0.277 -0.870 2.557 0.454 0.242 -1.109
C -0.749 -0.754 -2.098 -0.564 1.254 -0.169
H 0.780 -2.348 0.573 -0.142 0.102 0.011
H 1.427 -1.076 -0.461 0.003 -0.003 -0.137
H 0.892 -2.653 -1.128 0.036 0.164 -0.185
H -2.704 -2.151 -0.991 0.067 0.020 -0.119
H -1.474 -3.360 -1.202 0.422 0.200 -0.102
H -1.170 -3.418 1.320 0.117 0.091 -0.140
H -2.801 -3.684 0.820 -0.036 0.072 0.102
H -2.601 -2.073 2.703 0.158 0.349 0.145
H -3.492 -1.435 1.366 0.096 0.205 -0.179
H -3.165 0.829 1.616 -0.096 -0.008 0.127
H -2.543 0.450 3.222 0.053 0.128 0.085
H -1.690 1.614 2.136 0.194 -0.121 0.364
H -0.476 -0.423 3.524 0.116 -0.112 0.122
H -0.091 -1.939 2.621 -0.331 -0.044 0.187
H 0.636 -0.462 2.117 -0.036 0.306 0.329
H -0.139 0.156 -2.165 0.272 -0.264 0.121
H -1.763 -0.401 -2.319 -0.067 -0.316 -0.208
H -0.412 -1.415 -2.891 -0.097 -0.382 0.259
H -0.853 1.441 -0.501 0.478 0.169 0.072
O 1.504 2.269 -2.697 0.129 0.174 0.018
C 2.408 2.044 -1.913 1.522 -0.944 0.211
O 3.254 1.076 -1.982 -1.272 0.274 -0.880
C 4.114 1.075 -0.825 1.326 -0.321 1.750
C 3.380 1.922 0.220 0.766 -0.337 -0.781
C 2.713 2.958 -0.698 -0.983 0.388 0.996
H 5.088 1.498 -1.083 -0.273 0.223 -0.351
H 4.331 0.042 -0.546 -0.472 -0.007 -0.153
H 4.109 2.366 0.903 -0.134 0.379 -0.078
H 2.655 1.393 0.833 -0.115 -0.198 -0.236
H 3.340 3.761 -1.101 0.021 -0.030 -0.014
H 1.796 3.340 -0.250 0.083 0.336 -0.264
```
Forces are in eV/Å.